# 1
Entry from the Open Molecules 2025 dataset: an isolated ion of composition C11H20N3 and charge +1 (the ωB97M-V functional and the def2-TZVPD basis).

Structure (XYZ):
```
34
C11H20N3 | the Open Molecules 2025 dataset | the ωB97M-V functional and the def2-TZVPD basis
C 0.290 1.744 -0.874
C 1.067 -2.775 0.917
C 0.128 -3.013 -0.220
C -1.038 0.874 2.160
C -0.551 -0.427 2.762
C 2.296 1.556 0.619
C 0.892 -1.713 -0.132
C -0.320 -0.116 1.351
C 0.180 -0.449 0.180
C -2.256 -0.117 -1.843
C -0.745 -0.111 -2.064
N 0.001 0.446 -0.937
N 1.227 2.249 -0.067
N -0.338 2.610 -1.689
H 0.640 -2.593 1.890
H 2.002 -3.311 0.938
H 0.405 -3.715 -0.991
H -0.932 -2.986 -0.015
H -2.099 1.006 2.006
H -0.530 1.788 2.434
H 0.286 -0.405 3.446
H -1.284 -1.181 3.011
H 2.521 0.613 0.124
H 3.187 2.180 0.599
H 1.702 -1.584 -0.842
H 2.032 1.347 1.657
H -2.694 0.878 -1.899
H -2.725 -0.732 -2.606
H -2.492 -0.543 -0.872
H -0.404 -1.141 -2.177
H -0.478 0.434 -2.971
H 1.269 3.256 -0.006
H -1.182 2.356 -2.171
H -0.057 3.574 -1.719
```

Results
* HOMO level: -12.39 eV
* HOMO-LUMO gap: 9.87 eV
* total charge: +1
* energy: -595.12554 Ha
* LUMO: -2.522 eV
* max |F|: 0.0107 hartree/bohr
* molar mass: 194.302 Da

# 2
Entry from the Open Molecules 2025 dataset: C11H20N6O2Sn as an isolated structure at a distorted geometry (the ωB97M-V functional and the def2-TZVPD basis).

Structure (XYZ):
```
40
C11H20N6O2Sn | the Open Molecules 2025 dataset | the ωB97M-V functional and the def2-TZVPD basis
Sn 7.310 8.708 6.841
C 9.462 11.205 9.383
C 9.271 9.846 9.818
C 7.909 9.456 9.897
C 6.876 10.435 9.954
C 7.173 11.767 9.512
C 8.418 12.112 9.172
H 10.540 11.467 9.186
H 10.034 9.111 9.892
H 7.656 8.473 10.209
H 5.940 10.135 10.404
H 6.321 12.451 9.315
H 8.676 13.108 8.831
N 7.660 9.972 4.560
N 6.570 10.645 4.054
C 5.461 10.583 4.815
N 4.423 11.371 4.495
N 5.604 9.870 5.936
N 4.554 9.639 6.935
O 3.415 10.006 6.690
O 4.939 8.888 7.867
H 8.494 10.556 4.875
H 7.960 9.275 3.883
H 6.701 11.180 3.180
H 4.411 11.752 3.531
H 3.518 11.419 4.964
C 7.028 4.581 4.993
C 7.284 5.989 5.281
C 5.119 6.323 6.430
C 8.610 6.437 4.814
N 6.469 6.800 5.983
H 5.988 4.240 4.944
H 7.436 3.896 5.839
H 7.538 4.369 4.057
H 4.579 5.892 5.578
H 4.605 7.179 6.833
H 5.161 5.637 7.291
H 8.921 7.273 5.521
H 8.624 6.807 3.772
H 9.437 5.730 4.782
```

Results
* HOMO level: -14.36 eV
* HOMO-LUMO gap: 6.95 eV
* total charge: +2
* energy: -1123.75173 Ha
* LUMO: -7.409 eV
* max |F|: 0.0799 hartree/bohr
* molar mass: 387.032 Da

# 3
Entry from the Open Molecules 2025 dataset: one molecule with the formula C11H20O5 at a distorted geometry (the ωB97M-V functional and the def2-TZVPD basis).

Structure (XYZ):
```
36
C11H20O5 | the Open Molecules 2025 dataset | the ωB97M-V functional and the def2-TZVPD basis
C -0.651 6.761 1.795
C -0.884 5.145 2.140
O -1.175 4.329 0.951
C 0.090 3.989 0.235
C 0.676 2.498 0.607
O -0.063 1.386 -0.072
C 0.276 0.204 0.742
C 0.408 -1.199 -0.104
O -0.737 -1.491 -0.984
C -0.398 -2.477 -2.025
C 0.436 -3.788 -1.474
C -0.428 -4.648 -0.358
C -0.114 -6.199 -0.855
O 1.002 -6.171 -1.858
C 0.789 -4.920 -2.606
O 0.828 -4.626 -3.908
H 0.270 6.894 1.056
H -0.386 7.341 2.778
H -1.663 7.169 1.349
H -1.825 5.108 2.836
H 0.031 4.738 2.768
H 0.903 4.767 0.584
H -0.008 4.140 -0.944
H 1.807 2.342 0.347
H 0.498 2.342 1.776
H 1.312 0.370 1.292
H -0.525 0.021 1.582
H 0.598 -2.052 0.708
H 1.377 -1.154 -0.788
H -1.412 -2.906 -2.485
H 0.213 -2.018 -2.916
H 1.486 -3.626 -0.958
H -0.188 -4.430 0.768
H -1.563 -4.399 -0.578
H 0.155 -6.976 0.006
H -1.135 -6.467 -1.404
```

Results
* HOMO level: -9.85 eV
* HOMO-LUMO gap: 10.30 eV
* energy: -807.06402 Ha
* LUMO: 0.450 eV
* max |F|: 0.1708 hartree/bohr
* molar mass: 232.276 Da

# 4
Entry from the Open Molecules 2025 dataset: C11H21BFNO7SSi2 as an isolated structure (the ωB97M-V functional and the def2-TZVPD basis).

Structure (XYZ):
```
45
C11H21BFNO7SSi2 | the Open Molecules 2025 dataset | the ωB97M-V functional and the def2-TZVPD basis
C 2.286 0.420 1.674
C 2.672 -1.055 1.508
N 1.571 -1.948 1.957
Si 0.278 -1.991 0.796
O -1.158 -2.425 1.520
Si -2.382 -1.365 1.808
S -1.906 -0.058 3.440
C -2.838 -0.359 0.293
C -2.136 0.979 0.059
F -1.485 0.959 -1.182
C -3.880 -2.417 2.314
O -3.748 -3.790 1.946
O -4.077 -3.880 0.557
B 0.623 -3.347 -0.693
O 0.780 -2.951 -1.997
O 0.743 -4.693 -0.429
H 3.086 0.996 2.130
H 2.009 0.876 0.727
H 1.392 0.476 2.296
H 2.962 -1.259 0.469
H 3.551 -1.276 2.113
H 1.957 -2.876 2.094
H 0.192 -0.631 0.223
H -3.062 -0.222 4.093
H -3.907 -0.169 0.430
H -2.767 -0.967 -0.610
H -1.359 1.191 0.791
H -2.839 1.810 0.026
H -4.088 -2.394 3.384
H -4.771 -2.021 1.815
H -3.199 -3.954 0.153
H 0.327 -3.521 -2.634
H 0.413 -4.942 0.446
C 1.179 3.381 -3.627
C 1.136 2.825 -2.419
C 2.020 3.303 -1.326
O 1.980 2.793 -0.227
C 2.950 4.421 -1.625
C 2.991 4.975 -2.833
C 2.107 4.499 -3.930
O 2.145 5.007 -5.029
H 0.546 3.053 -4.442
H 0.465 2.011 -2.168
H 3.581 4.749 -0.809
H 3.658 5.791 -3.080
```

Results
* HOMO level: -9.11 eV
* HOMO-LUMO gap: 7.70 eV
* energy: -2115.16717 Ha
* LUMO: -1.414 eV
* max |F|: 0.0135 hartree/bohr
* molar mass: 397.338 Da

# 5
Entry from the Open Molecules 2025 dataset: one molecule with the formula C11H21BN2O3 (the ωB97M-V functional and the def2-TZVPD basis).

Structure (XYZ):
```
38
C11H21BN2O3 | the Open Molecules 2025 dataset | the ωB97M-V functional and the def2-TZVPD basis
C 2.427 -1.225 1.171
B 3.152 -0.504 -0.027
O 4.514 -0.333 0.025
C 2.488 0.065 -1.371
C 2.651 1.564 -1.177
O 3.627 2.236 -1.359
N 1.434 2.082 -0.643
C 0.335 1.178 -1.001
C 0.981 -0.072 -1.662
C 0.298 -1.456 -1.531
C -1.081 -1.492 -0.868
C -1.084 -1.455 0.662
C -2.473 -1.171 1.244
N -2.571 0.198 1.778
C -3.564 1.033 1.289
C -3.114 2.419 0.886
O -4.708 0.661 1.160
H 1.977 -0.500 1.862
H 3.158 -1.795 1.748
H 1.626 -1.895 0.868
H 4.876 0.080 0.811
H 3.086 -0.298 -2.210
H 1.534 2.283 0.342
H -0.316 0.991 -0.147
H -0.285 1.677 -1.749
H 0.900 0.148 -2.730
H 0.175 -1.837 -2.546
H 0.952 -2.177 -1.037
H -1.704 -0.676 -1.253
H -1.571 -2.422 -1.169
H -0.385 -0.687 1.004
H -0.693 -2.399 1.050
H -3.239 -1.277 0.474
H -2.708 -1.884 2.034
H -1.681 0.675 1.802
H -2.738 2.360 -0.139
H -3.966 3.094 0.899
H -2.311 2.808 1.513
```

Results
* HOMO level: -9.70 eV
* HOMO-LUMO gap: 9.89 eV
* energy: -791.88133 Ha
* LUMO: 0.196 eV
* max |F|: 0.0182 hartree/bohr
* molar mass: 240.112 Da

# 6
Entry from the Open Molecules 2025 dataset: C11H21Br2EuIN2O2P as an isolated structure at a distorted geometry (the ωB97M-V functional and the def2-TZVPD basis).

Structure (XYZ):
```
41
C11H21Br2EuIN2O2P | the Open Molecules 2025 dataset | the ωB97M-V functional and the def2-TZVPD basis
C -1.060 5.574 -0.100
C -1.660 4.544 -0.083
C -2.239 3.181 -0.052
C -1.132 2.182 -0.439
O -0.448 1.526 0.612
P -0.148 -0.098 0.148
N -0.502 -0.546 1.948
C -0.307 -2.016 -0.105
C 0.307 -2.536 -1.417
C 1.118 -3.830 -1.069
I -1.176 -3.071 -2.877
C 1.725 -0.063 0.265
Br 2.311 1.640 -0.553
C 2.402 -0.130 1.651
C 2.414 -1.497 2.341
Br 1.928 1.344 2.875
O -0.258 0.292 -1.494
C -1.362 1.166 -1.599
N -1.247 1.764 -2.921
H -0.464 6.410 -0.389
H -3.110 3.161 -0.714
H -2.599 3.045 0.976
H -0.354 2.840 -0.859
H -1.647 -0.150 0.029
H -1.330 -1.147 1.933
H -0.866 0.334 2.349
H -1.358 -2.352 -0.049
H 0.229 -2.460 0.762
H 1.026 -1.861 -1.881
H 1.625 -4.251 -1.935
H 1.848 -3.516 -0.305
H 0.431 -4.523 -0.572
H 2.209 -0.822 -0.358
H 3.460 0.074 1.454
H 2.902 -2.199 1.646
H 3.022 -1.507 3.248
H 1.425 -1.924 2.567
H -2.366 0.668 -1.646
H -2.125 2.266 -3.064
H -1.265 1.021 -3.618
Eu -1.389 -2.263 3.337
```

Results
* HOMO level (alpha / beta): -14.49 / -14.46 eV
* HOMO-LUMO gap (alpha / beta): 5.41 / 4.93 eV
* total charge: +2
* energy: -7188.17901 Ha
* 2S+1: 7
* LUMO (alpha / beta): -9.084 / -9.531 eV
* max |F|: 0.0844 hartree/bohr
* molar mass: 682.951 Da